Entry 1:
Here is 15 unconnected molecules or ions with the total composition C15H60N30O15 in a non-equilibrium geometry from the Open Molecules 2025 dataset. Energies are from wB97M-V/def2-TZVPD.

Geometry (Å):
C (-10.3190, -28.5933, 9.7981)
O (-9.9449, -29.2872, 8.8780)
N (-9.5311, -28.2394, 10.8036)
N (-11.5506, -28.1450, 10.0342)
H (-8.5679, -28.5423, 10.8297)
H (-10.0149, -27.9341, 11.6359)
H (-11.7624, -27.5401, 10.8148)
H (-12.3242, -28.2275, 9.3901)
C (-11.4180, -24.7785, 5.9158)
O (-11.9828, -24.1875, 5.0069)
N (-10.9377, -25.9780, 5.7349)
N (-11.1586, -24.3869, 7.0823)
H (-10.8957, -26.5432, 4.8989)
H (-10.1648, -26.0673, 6.3788)
H (-11.5126, -23.4849, 7.3674)
H (-10.3979, -24.8473, 7.5614)
C (-9.9142, -28.8010, 2.5318)
O (-10.1017, -28.8503, 3.7182)
N (-9.3329, -29.7707, 1.9106)
N (-10.3706, -27.9158, 1.7034)
H (-9.8984, -29.9521, 1.0936)
H (-9.0763, -30.5798, 2.4579)
H (-10.8316, -27.1676, 2.2012)
H (-9.9797, -27.7651, 0.7844)
C (-12.9753, -21.4257, 7.8434)
O (-11.7983, -21.7616, 7.8179)
N (-13.8820, -22.1468, 7.2573)
N (-13.4476, -20.2354, 8.2613)
H (-14.7204, -21.6220, 7.0530)
H (-13.4129, -22.7372, 6.5854)
H (-12.6576, -19.7096, 8.6069)
H (-14.2345, -19.6936, 7.9336)
C (-11.2653, -20.8244, 3.8734)
O (-11.2447, -19.5875, 3.8925)
N (-10.9002, -21.5372, 2.8124)
N (-11.1979, -21.5955, 4.9352)
H (-10.9939, -22.5398, 2.8905)
H (-10.4554, -21.0401, 2.0541)
H (-11.2363, -21.2980, 5.8996)
H (-11.4334, -22.5770, 4.8978)
C (-8.1820, -23.6787, 2.3564)
O (-8.4351, -24.1641, 1.2473)
N (-7.9548, -22.4017, 2.5054)
N (-8.2078, -24.3588, 3.4142)
H (-7.7550, -21.9252, 1.6376)
H (-7.8262, -21.8872, 3.3650)
H (-8.1092, -25.3446, 3.2177)
H (-7.8701, -24.0113, 4.3003)
C (-7.6775, -26.3017, 7.1234)
O (-8.7117, -25.8655, 7.4686)
N (-7.4726, -27.5307, 7.3785)
N (-6.7172, -25.7363, 6.5639)
H (-6.7001, -27.9360, 6.8696)
H (-8.2645, -27.9919, 7.8030)
H (-6.7581, -24.7287, 6.5070)
H (-6.1382, -26.3091, 5.9667)
C (-11.5925, -23.1129, 11.2655)
O (-12.4657, -22.3563, 11.6365)
N (-10.6522, -22.6794, 10.5391)
N (-11.7156, -24.3692, 11.3217)
H (-9.8122, -23.2402, 10.5385)
H (-10.6702, -21.6827, 10.3767)
H (-12.5299, -24.7995, 11.7364)
H (-10.9196, -24.8845, 10.9740)
C (-13.8174, -26.0598, 1.6017)
O (-14.2103, -26.6089, 0.5856)
N (-14.0909, -26.4242, 2.8274)
N (-13.0164, -24.9779, 1.6549)
H (-14.6348, -27.2715, 2.9068)
H (-13.8513, -25.9248, 3.6720)
H (-12.8090, -24.4771, 0.8027)
H (-12.3469, -24.8846, 2.4055)
C (-7.9560, -24.1002, 10.6481)
O (-7.5327, -23.2351, 9.9024)
N (-8.6232, -25.1601, 10.3451)
N (-7.5901, -24.1977, 11.9130)
H (-8.7586, -25.1204, 9.3450)
H (-8.2059, -26.0382, 10.6187)
H (-6.9496, -23.4509, 12.1414)
H (-8.1240, -24.8539, 12.4648)
C (-12.9016, -28.8007, 6.7213)
O (-12.9288, -28.3445, 7.8117)
N (-13.8941, -28.8832, 5.8544)
N (-11.8247, -29.3618, 6.2014)
H (-13.8208, -29.1996, 4.8980)
H (-14.4309, -28.0338, 5.9570)
H (-11.1417, -29.3925, 6.9449)
H (-11.5083, -29.0246, 5.3035)
C (-7.6275, -31.9484, 8.0916)
O (-6.7464, -31.3221, 8.6325)
N (-7.6160, -33.1668, 7.8372)
N (-8.6372, -31.3245, 7.5566)
H (-6.9429, -33.8143, 8.2217)
H (-8.3680, -33.6545, 7.3718)
H (-9.2708, -31.7983, 6.9288)
H (-8.7907, -30.3855, 7.8956)
C (-7.5564, -21.8228, 6.5393)
O (-7.2598, -21.6807, 5.3837)
N (-8.6860, -21.4068, 7.0142)
N (-6.8272, -22.3446, 7.4842)
H (-9.2345, -20.6895, 6.5618)
H (-8.6931, -21.4070, 8.0242)
H (-7.1387, -22.4426, 8.4400)
H (-5.9128, -22.7026, 7.2481)
C (-14.4744, -25.0712, 9.6002)
O (-15.0079, -25.9879, 10.2229)
N (-14.8682, -23.8436, 9.7191)
N (-13.5488, -25.2385, 8.6883)
H (-15.6782, -23.5835, 10.2635)
H (-14.3653, -23.3464, 8.9979)
H (-13.3909, -26.1746, 8.3435)
H (-13.2658, -24.4045, 8.1939)
C (-8.7311, -19.2136, 10.1357)
O (-9.3894, -20.1781, 10.0628)
N (-8.1122, -18.7899, 11.2154)
N (-8.6538, -18.2938, 9.1699)
H (-8.1853, -19.3305, 12.0654)
H (-7.5466, -17.9571, 11.2970)
H (-8.8723, -18.6693, 8.2581)
H (-8.3140, -17.3534, 9.3125)

Computed properties:
- energy relative to the best compared isomer or geometry (same formula, charge and spin) (kJ/mol) = 922.7
- HOMO energy (eV) = -8.8
- lowest unoccupied orbital energy (eV) = 0.000
- orbital gap (eV) = 8.778
- total charge = 0

=====

Entry 2:
Here is 15 unconnected molecules or ions with the total composition C15H60N30O15 in a non-equilibrium geometry from the Open Molecules 2025 dataset. Energies are from wB97M-V/def2-TZVPD.

Geometry (Å):
C (1.8917, -5.4052, -3.5765)
O (1.4758, -6.5038, -3.8544)
N (3.0902, -5.1442, -3.9748)
N (1.3318, -4.5704, -2.7028)
H (3.5492, -5.9021, -4.4595)
H (3.2385, -4.1683, -4.1887)
H (0.4814, -4.8735, -2.2498)
H (1.7699, -3.6694, -2.5748)
C (-0.1125, 0.1748, -0.1427)
O (-1.0782, 0.3661, -0.9080)
N (0.9333, -0.4567, -0.5572)
N (-0.0575, 0.5432, 1.1198)
H (1.7624, -0.3983, 0.0167)
H (0.9639, -0.6375, -1.5504)
H (-0.7796, 1.1843, 1.4159)
H (0.7301, 0.1805, 1.6377)
C (5.1051, 1.2614, 2.1944)
O (4.5535, 0.1990, 1.9989)
N (4.8168, 2.3521, 1.5673)
N (5.9555, 1.4801, 3.1847)
H (4.0548, 2.2255, 0.9165)
H (4.9448, 3.2423, 2.0268)
H (6.4560, 2.3569, 3.1548)
H (6.3423, 0.6847, 3.6722)
C (-5.8277, -0.1659, 3.2577)
O (-5.6200, -1.0625, 2.4215)
N (-6.5847, -0.2739, 4.2070)
N (-5.2432, 0.9991, 3.3141)
H (-6.9129, -1.2175, 4.3548)
H (-6.6736, 0.4959, 4.8548)
H (-4.7028, 1.3392, 2.5316)
H (-5.3430, 1.5768, 4.1366)
C (-2.3428, 4.9013, -4.3386)
O (-3.0395, 4.8089, -5.3493)
N (-1.5755, 5.9178, -4.1983)
N (-2.3329, 4.2012, -3.2348)
H (-1.4431, 6.5446, -4.9790)
H (-0.8982, 6.0358, -3.4584)
H (-3.0104, 3.4789, -3.0364)
H (-1.7410, 4.4524, -2.4559)
C (7.0773, 1.1830, -2.5641)
O (7.4097, 0.0034, -2.6457)
N (5.7972, 1.6759, -2.3954)
N (8.0352, 2.0946, -2.5299)
H (5.7322, 2.6812, -2.4666)
H (5.0773, 1.0928, -2.7980)
H (8.9993, 1.8205, -2.6545)
H (7.7957, 3.0699, -2.4226)
C (-3.6369, -5.2759, -1.6305)
O (-4.0777, -6.1976, -0.9208)
N (-3.5038, -4.0509, -1.2032)
N (-3.1366, -5.5411, -2.7823)
H (-3.8973, -3.7154, -0.3357)
H (-2.8771, -3.4489, -1.7179)
H (-3.3862, -6.4662, -3.1016)
H (-2.7130, -4.7799, -3.2934)
C (6.0582, -3.8794, -0.0415)
O (6.1339, -4.1331, 1.1522)
N (5.0755, -3.3643, -0.6636)
N (7.0259, -4.2723, -0.8680)
H (4.4865, -2.8207, -0.0490)
H (5.0729, -3.2222, -1.6636)
H (7.0374, -3.8645, -1.7919)
H (7.8272, -4.7095, -0.4359)
C (-1.8617, 1.8757, 7.5292)
O (-1.7081, 0.7990, 8.1996)
N (-1.5621, 1.9484, 6.2710)
N (-1.8796, 3.1111, 8.0584)
H (-1.7494, 2.8729, 5.9099)
H (-1.4080, 1.1165, 5.7194)
H (-2.1401, 3.8500, 7.4211)
H (-1.6419, 3.4021, 8.9959)
C (2.2657, -1.1072, 6.3451)
O (1.4428, -1.0943, 5.4232)
N (1.8942, -1.3482, 7.5697)
N (3.5362, -0.9728, 6.1802)
H (0.9120, -1.5325, 7.7163)
H (2.5218, -1.3502, 8.3610)
H (3.8160, -0.9410, 5.2103)
H (4.1780, -1.3421, 6.8672)
C (-2.7485, 5.0262, 2.4594)
O (-3.2715, 4.3357, 1.5528)
N (-3.3866, 5.6989, 3.4036)
N (-1.4429, 5.3062, 2.4479)
H (-2.9344, 6.3571, 4.0219)
H (-4.3943, 5.6351, 3.4279)
H (-0.8019, 4.9835, 1.7373)
H (-1.1086, 5.7392, 3.2969)
C (2.7181, -0.3013, -5.6663)
O (2.6099, -1.0152, -4.6845)
N (1.9446, 0.7374, -5.7984)
N (3.7179, -0.4061, -6.4335)
H (2.0203, 1.2767, -6.6490)
H (1.2124, 0.8107, -5.1066)
H (4.0622, 0.4369, -6.8706)
H (4.3398, -1.1300, -6.1028)
C (-2.9461, -1.0312, -6.0765)
O (-2.3725, -2.0149, -5.7729)
N (-3.4923, -0.8519, -7.2609)
N (-3.1928, -0.0803, -5.1909)
H (-3.2270, -1.4194, -8.0531)
H (-3.9168, -0.0171, -7.6391)
H (-2.6586, -0.0716, -4.3338)
H (-3.6837, 0.7706, -5.4256)
C (-6.7655, 3.0219, -1.8761)
O (-7.6552, 2.9447, -2.6779)
N (-5.7770, 2.2441, -1.8804)
N (-6.6290, 4.0063, -1.0141)
H (-5.2771, 2.3350, -1.0076)
H (-5.8197, 1.4742, -2.5328)
H (-5.7430, 4.4909, -0.9985)
H (-7.4607, 4.5770, -0.9624)
C (-1.2772, -4.6162, 2.8961)
O (-1.7221, -5.6427, 2.3404)
N (-1.8061, -3.9533, 3.8423)
N (-0.1302, -4.0644, 2.6426)
H (-2.6899, -4.1235, 4.3006)
H (-1.2369, -3.2854, 4.3422)
H (0.4337, -4.5139, 1.9355)
H (0.3524, -3.3903, 3.2194)

Computed properties:
- energy relative to the best compared isomer or geometry (same formula, charge and spin) (kJ/mol) = 1177.6
- HOMO energy (eV) = -8.0
- lowest unoccupied orbital energy (eV) = -0.788
- orbital gap (eV) = 7.198
- total charge = 0

=====

Entry 3:
Here is a molecular structure, C15H78BNO35 in a non-equilibrium geometry from the Open Molecules 2025 dataset. Energies are from wB97M-V/def2-TZVPD.

Geometry (Å):
C (7.3780, 33.8490, 12.3480)
C (6.6870, 33.0940, 13.4890)
C (6.4250, 31.6550, 13.2960)
C (5.5610, 31.1350, 14.3930)
N (4.9960, 29.6990, 14.1910)
C (4.0030, 29.3850, 15.3280)
C (4.8900, 28.9890, 16.5250)
C (6.2190, 28.4800, 15.9460)
C (6.0270, 28.7070, 14.4610)
C (4.4760, 29.4770, 12.7750)
C (3.2300, 30.1840, 12.3100)
C (2.8320, 30.1730, 10.8620)
H (7.2730, 34.8820, 12.3950)
H (6.9160, 33.6940, 11.2570)
H (8.5400, 33.3640, 12.1770)
H (5.7410, 33.6240, 13.7220)
H (7.1520, 33.1760, 14.4400)
H (7.4110, 31.0980, 13.1280)
H (5.9700, 31.6690, 12.2900)
H (4.5840, 31.6580, 14.4700)
H (6.0330, 31.2990, 15.2820)
H (3.4180, 28.6140, 15.1120)
H (3.2800, 30.2800, 15.3920)
H (4.2740, 28.3260, 16.9290)
H (4.9740, 29.8800, 17.1370)
H (6.4440, 27.3440, 16.0640)
H (6.9640, 29.2050, 16.2350)
H (5.8060, 27.6230, 13.9790)
H (7.1110, 29.0380, 14.0880)
H (4.2350, 28.4060, 12.7550)
H (5.3310, 29.4950, 12.0590)
H (3.1640, 31.3080, 12.6580)
H (2.2520, 29.7510, 12.8380)
H (2.6720, 29.1880, 10.3920)
H (3.5520, 30.6550, 10.1900)
H (2.0100, 30.5730, 10.6880)
O (9.9480, 25.7320, 17.0130)
C (9.7680, 26.5140, 16.0880)
O (10.3670, 27.6560, 15.9580)
B (10.1230, 28.1230, 14.6230)
O (9.2510, 27.1290, 14.0620)
C (9.1250, 26.2580, 14.9050)
O (8.1790, 25.3910, 14.8970)
O (11.4350, 28.2210, 13.8420)
C (11.4260, 29.2310, 13.1840)
O (12.3300, 29.6320, 12.3960)
C (10.3190, 29.9910, 13.5810)
O (9.5150, 29.4190, 14.4100)
O (9.9190, 30.9040, 12.8720)
O (2.3440, 26.5330, 13.2510)
H (1.5110, 26.7290, 13.6770)
H (2.6770, 25.6390, 13.5520)
O (11.5960, 33.9020, 11.3400)
H (11.3510, 34.3700, 12.1910)
H (10.9570, 33.2410, 11.1120)
O (8.4730, 27.8390, 18.6880)
H (9.3890, 27.8540, 19.0590)
H (8.3770, 28.8250, 18.8520)
O (7.4440, 32.2810, 17.4590)
H (7.3960, 33.0940, 17.9300)
H (8.1680, 32.5010, 16.7000)
O (4.7380, 32.6900, 16.9800)
H (5.1380, 33.5010, 16.5130)
H (5.6420, 32.6590, 17.4150)
O (10.4890, 34.0710, 13.9900)
H (9.8020, 34.8320, 14.0200)
H (10.2350, 33.3810, 14.6460)
O (-0.4730, 29.4260, 11.0660)
H (0.3070, 28.6860, 11.1070)
H (-1.3640, 29.1590, 10.7600)
O (1.2460, 31.9470, 15.4100)
H (0.3880, 31.4180, 14.9400)
H (0.6930, 32.6480, 15.7820)
O (7.4000, 30.8020, 10.3500)
H (8.2260, 31.2940, 10.4780)
H (7.6790, 30.1190, 10.6890)
O (4.6040, 35.1920, 15.4610)
H (4.7690, 35.8620, 14.6940)
H (3.7980, 34.7990, 15.1520)
O (0.7190, 27.3620, 11.2550)
H (1.2480, 27.0230, 12.0740)
H (1.2690, 27.1390, 10.5270)
O (9.8650, 32.0210, 10.6230)
H (9.8560, 31.5780, 11.4840)
H (10.6280, 31.6050, 10.2430)
O (6.2610, 26.3370, 19.2670)
H (7.0800, 25.8160, 19.4730)
H (6.7930, 27.1140, 18.9380)
O (2.5810, 33.9940, 14.1540)
H (2.0200, 33.9580, 13.2820)
H (2.3200, 33.2120, 14.6770)
O (3.9820, 33.1820, 8.5400)
H (3.8620, 33.9160, 9.1800)
H (3.1670, 32.7640, 8.6950)
O (6.6480, 34.8150, 8.6940)
H (6.4310, 35.0740, 7.7750)
H (6.1360, 33.9390, 8.7480)
O (2.2700, 26.3060, 8.9510)
H (2.5430, 27.1500, 8.3610)
H (2.7210, 25.4260, 8.8830)
O (-0.8010, 32.0070, 9.7020)
H (-1.4050, 31.9520, 9.1440)
H (-0.7780, 31.0440, 9.9290)
O (0.7080, 27.6330, 14.5960)
H (0.0490, 27.9690, 15.2810)
H (0.0170, 27.2320, 14.0440)
O (0.3360, 30.3490, 13.8100)
H (0.2920, 30.2850, 12.8470)
H (0.5690, 29.3440, 13.8420)
O (1.6150, 34.2160, 11.4050)
H (0.8810, 34.8270, 11.2760)
H (1.3640, 33.4570, 10.8140)
O (9.0980, 36.3570, 14.4890)
H (8.5190, 36.8640, 13.8960)
H (8.5830, 36.3440, 15.3650)
O (7.9910, 37.9320, 12.3510)
H (7.4270, 37.3150, 11.9960)
H (7.4300, 38.4500, 12.9160)
O (6.4180, 27.1750, 10.2870)
H (5.9680, 26.6460, 10.9850)
H (7.1910, 27.7390, 10.5180)
O (6.4190, 25.3260, 12.7180)
H (7.1760, 25.4190, 13.3100)
H (6.1760, 24.5050, 12.9750)
O (5.4100, 30.8680, 8.3390)
H (6.2100, 30.5900, 8.8560)
H (5.2250, 31.8210, 8.2220)
O (6.3580, 36.5490, 10.8180)
H (5.5260, 36.2550, 11.1890)
H (6.7530, 35.9660, 10.2030)

Computed properties:
- energy relative to the best compared isomer or geometry (same formula, charge and spin) (kJ/mol) = 0.0
- HOMO energy (eV) = -9.2
- lowest unoccupied orbital energy (eV) = -0.922
- orbital gap (eV) = 8.283
- total charge = 0